(1)
{"formula": "BrH2N", "method": "wB97M-V/def2-TZVPD", "species": ["Br", "N", "H", "H"], "coordinates": [[-0.994, -0.595, -1.838], [0.437, 0.667, 0.559], [-0.359, 0.141, 0.921], [0.915, -0.213, 0.358]], "orbital_gap_ev": [11.896, 7.318], "s_squared": 2.0058, "e_homo_ev": [-10.65, -11.24], "spin_multiplicity": 3}

---

(2)
{"formula": "BrH2NO2P", "method": "wB97M-V/def2-TZVPD", "species": ["Br", "P", "O", "O", "N", "H", "H"], "coordinates": [[-2.516, -0.548, 1.694], [-0.186, -0.287, 2.009], [0.226, -1.606, 2.591], [-0.119, 0.927, 2.845], [0.810, -0.041, 0.339], [0.422, 0.787, -0.181], [0.304, -0.835, -0.099]], "orbital_gap_ev": 9.024, "smiles": "N[P@](=O)([O-])Br", "e_homo_ev": -5.44, "total_charge": -1}

---

(3)
{"formula": "BrH2NOS", "method": "wB97M-V/def2-TZVPD", "species": ["Br", "S", "O", "N", "H", "H"], "coordinates": [[0.184, -1.831, 1.493], [0.931, -0.889, -0.340], [2.181, -0.201, -0.182], [-0.938, 0.914, -0.662], [-0.588, 1.571, 0.019], [-1.770, 0.435, -0.327]], "orbital_gap_ev": [7.173, 7.174], "e_homo_ev": [-9.16, -9.17]}

---

(4)
{"formula": "BrH2NOS2", "method": "wB97M-V/def2-TZVPD", "species": ["Br", "S", "S", "O", "N", "H", "H"], "coordinates": [[1.863, -1.084, 0.615], [-1.927, 1.192, -0.188], [-0.300, 0.281, -0.567], [-0.368, -0.653, -1.654], [0.328, -0.247, 0.914], [-0.338, -0.558, 1.843], [0.743, 1.069, -0.963]], "orbital_gap_ev": 9.352, "e_homo_ev": -9.53}

---

(5)
{"formula": "BrH2O2P", "method": "wB97M-V/def2-TZVPD", "species": ["Br", "P", "O", "O", "H", "H"], "coordinates": [[-2.510, 0.058, 0.126], [0.031, -0.022, -0.568], [0.494, 1.201, 0.360], [0.406, -1.310, 0.362], [0.730, 2.053, -0.075], [0.849, -1.979, -0.206]], "orbital_gap_ev": 9.260, "smiles": "OP(O)Br", "e_homo_ev": -9.55}

---

(6)
{"formula": "BrH2OPS", "method": "wB97M-V/def2-TZVPD", "species": ["Br", "S", "P", "O", "H", "H"], "coordinates": [[-2.362, 0.314, -0.053], [-0.205, -1.847, 0.206], [-0.330, -0.056, -0.659], [0.843, 1.408, 0.491], [1.132, -1.905, 0.120], [0.921, 2.087, -0.106]], "orbital_gap_ev": 8.901, "e_homo_ev": -9.36}

---

(7)
{"formula": "BrH3OSi", "method": "wB97M-V/def2-TZVPD", "species": ["Br", "Si", "O", "H", "H", "H"], "coordinates": [[1.013, -2.057, -0.335], [-0.163, -0.203, -0.214], [0.544, 0.715, 0.958], [-0.113, 0.477, -1.521], [-1.547, -0.565, 0.132], [0.267, 1.634, 0.980]], "orbital_gap_ev": 11.199, "smiles": "O[SiH2]Br", "e_homo_ev": -10.64}

---

(8)
{"formula": "BrH3SSi", "method": "wB97M-V/def2-TZVPD", "species": ["Br", "S", "Si", "H", "H", "H"], "coordinates": [[-0.909, 2.001, 0.392], [1.478, -0.665, 0.578], [-0.548, -0.218, -0.038], [2.115, 0.288, -0.154], [-0.637, -0.370, -1.491], [-1.499, -1.035, 0.713]], "orbital_gap_ev": 10.542, "smiles": "S[SiH2]Br", "e_homo_ev": -9.93}

---

(9)
{"formula": "BrH4NSi", "method": "wB97M-V/def2-TZVPD", "species": ["Br", "Si", "N", "H", "H", "H", "H"], "coordinates": [[-2.406, -1.931, 1.150], [0.778, 0.029, -0.264], [-0.761, 0.481, -0.061], [-2.507, -0.656, 0.377], [1.125, -0.311, -1.640], [-1.170, 0.863, 0.892], [2.066, -0.147, 0.709]], "orbital_gap_ev": 9.574, "smiles": "N=[SiH2].Br", "e_homo_ev": -9.82}

---

(10)
{"formula": "BrH8LiO4", "method": "wB97M-V/def2-TZVPD", "species": ["Br", "O", "O", "O", "O", "Li", "H", "H", "H", "H", "H", "H", "H", "H"], "coordinates": [[2.100, 18.136, 15.582], [0.495, 19.521, 18.096], [-0.232, 16.491, 14.850], [2.880, 19.014, 12.455], [1.573, 15.225, 17.665], [4.412, 17.969, 16.739], [0.951, 15.513, 18.301], [-0.947, 17.241, 14.751], [0.051, 18.735, 18.572], [0.586, 16.925, 14.755], [1.662, 15.822, 16.833], [1.001, 19.108, 17.417], [3.012, 19.974, 12.325], [2.595, 18.829, 13.376]], "orbital_gap_ev": 8.282, "e_homo_ev": -9.96}

---

(11)
{"formula": "BrH8O5V", "method": "wB97M-V/def2-TZVPD", "species": ["Br", "V", "O", "O", "O", "O", "O", "H", "H", "H", "H", "H", "H", "H", "H"], "coordinates": [[7.668, 15.717, -9.048], [6.807, 17.012, -11.078], [7.158, 15.427, -12.430], [8.824, 17.758, -11.611], [6.422, 18.937, -9.943], [6.195, 18.361, -12.752], [5.285, 16.746, -10.823], [5.384, 18.858, -12.910], [8.036, 15.022, -12.419], [6.784, 19.732, -10.351], [9.374, 17.546, -12.374], [9.211, 18.554, -11.225], [6.730, 15.145, -13.246], [6.824, 18.644, -13.425], [6.422, 19.102, -8.992]], "orbital_gap_ev": [8.395, 8.485], "s_squared": 0.7844, "e_homo_ev": [-12.57, -12.60], "spin_multiplicity": 2, "total_charge": 1}

---

(12)
{"formula": "BrHNO3S", "method": "wB97M-V/def2-TZVPD", "species": ["Br", "S", "O", "O", "O", "N", "H"], "coordinates": [[1.840, 1.372, 0.171], [-0.307, -0.706, -0.070], [-1.649, -0.749, 0.506], [-0.306, -0.738, -1.523], [0.679, -1.569, 0.559], [0.167, 0.862, 0.527], [-0.425, 1.527, -0.171]], "orbital_gap_ev": 8.553, "e_homo_ev": -5.26, "total_charge": -1}

---

> Which formula does entry 12 have?

BrHNO3S